Entry 1:
Entry from OMol25: C41H30BrIrN10O9S2 as an isolated structure (ωB97M-V/def2-TZVPD).

Element x y z (Å)
Ir 0.43 -0.22 1.09
O -2.59 3.16 -2.25
C -1.62 4.05 -2.00
C -1.95 5.41 -2.05
C -0.98 6.37 -1.83
C 0.34 6.00 -1.57
C 0.66 4.65 -1.49
C -0.30 3.66 -1.70
C 0.00 2.22 -1.52
O -0.83 1.36 -1.86
N 1.22 1.98 -0.97
N 1.45 0.79 -0.45
C 2.79 0.68 0.12
C 3.43 -0.65 -0.10
C 4.76 -0.71 -0.50
C 5.40 -1.91 -0.71
C 4.70 -3.09 -0.51
C 3.38 -3.07 -0.10
C 2.72 -1.85 0.11
O 1.44 -1.87 0.47
H -2.15 2.27 -2.18
H -2.97 5.68 -2.25
H -1.25 7.41 -1.87
H 1.10 6.75 -1.41
H 1.67 4.34 -1.26
H 3.42 1.49 -0.25
H 5.30 0.23 -0.62
H 6.44 -1.93 -1.02
H 5.19 -4.05 -0.65
H 2.83 -3.98 0.09
C -2.01 -2.45 -3.19
N -1.88 -1.84 -1.88
C -0.75 -1.54 -1.25
N -1.05 -1.04 -0.07
C -2.41 -1.02 -0.03
N -2.95 -1.52 -1.12
C -1.48 -3.87 -3.26
C -1.41 -4.48 -4.51
C -0.89 -5.77 -4.64
C -0.44 -6.45 -3.52
C -0.52 -5.85 -2.27
C -1.04 -4.56 -2.15
C -0.05 -6.56 -1.09
N 0.56 -7.69 -0.99
N 0.78 -7.90 0.36
C 0.28 -6.89 0.98
O -0.26 -5.99 0.12
C 0.20 -6.60 2.41
C 0.87 -7.38 3.35
C 0.77 -7.07 4.69
C 0.00 -5.99 5.11
C -0.68 -5.21 4.18
C -1.52 -4.02 4.55
N -0.92 -2.78 4.09
C -0.94 -2.26 2.87
N -0.11 -1.25 2.81
C 0.42 -1.17 4.06
N -0.04 -2.10 4.86
C -0.57 -5.53 2.83
H -1.49 -1.82 -3.91
H -3.07 -2.42 -3.43
H 0.25 -1.69 -1.63
H -2.97 -0.62 0.79
H -1.74 -3.95 -5.39
H -0.84 -6.23 -5.61
H -0.03 -7.45 -3.60
H -1.07 -4.11 -1.17
H 1.48 -8.22 3.01
H 1.30 -7.66 5.42
H -0.06 -5.74 6.16
H -1.66 -3.92 5.63
H -2.50 -4.10 4.08
H -1.55 -2.64 2.06
H 1.15 -0.44 4.37
H -1.08 -4.93 2.09
Br -1.37 8.10 2.69
C -1.23 6.20 2.69
C -0.53 5.57 1.68
C -0.46 4.19 1.68
C -1.06 3.45 2.69
C -1.75 4.10 3.70
C -1.85 5.49 3.71
C -1.00 1.94 2.69
O -1.23 1.32 3.72
O -0.72 1.45 1.53
H -0.07 6.15 0.89
H 0.08 3.67 0.89
H -2.20 3.51 4.49
H -2.39 6.00 4.49
O 4.98 0.30 2.68
S 3.71 -0.14 3.20
O 3.29 0.45 4.45
O 3.36 -1.52 3.01
S 2.32 1.00 1.90

Its spin multiplicity is 2. The energy above the lowest of the compared OMol25 structures with the same formula, charge and spin is 18.8 kcal per mole. Its total charge is -1. As for the gap between HOMO and LUMO (alpha / beta): 6.298 / 6.472 eV. As for the expectation value of S²: 0.758. For the total energy, the calculation gives -6280.0538 Ha.

***

Entry 2:
Entry from OMol25: an isolated ion of composition C11H16N and charge +1 (ωB97M-V/def2-TZVPD).

Element x y z (Å)
C -1.88 1.29 0.39
C -3.07 0.98 0.20
C 3.30 -0.11 -0.87
C 2.12 0.90 -0.77
C 1.81 -1.91 0.10
C -0.84 2.12 0.55
C 3.02 -1.18 0.14
C 1.87 -0.63 1.13
C 1.48 0.57 0.53
C -3.79 -1.31 -0.58
C -4.18 0.15 -0.21
N 0.47 1.52 1.09
H 3.37 -0.49 -1.88
H 4.32 0.37 -0.86
H 2.48 1.93 -0.93
H 1.32 0.66 -1.63
H 1.19 -1.76 -0.80
H 1.75 -2.83 0.63
H -1.10 3.01 0.00
H 3.82 -1.59 0.63
H 2.16 -0.76 2.21
H -2.72 -1.36 -0.77
H -4.33 -1.69 -1.43
H -4.08 -2.06 0.27
H -4.98 0.10 0.61
H -4.55 0.71 -1.00
H 0.99 2.29 1.42
H 0.04 1.07 1.87

The energy above the lowest of the compared OMol25 structures with the same formula, charge and spin is 156.2 kcal per mole. Its total charge is +1. As for the gap between HOMO and LUMO (alpha / beta): 8.357 / 6.327 eV. For the total energy, the calculation gives -482.9828 Ha.

***

Entry 3:
Entry from OMol25: a 8-piece molecular cluster, C61H66F7O5P overall (ωB97M-V/def2-TZVPD).

Element x y z (Å)
C -4.09 -5.82 -1.23
O -4.05 -5.63 -2.66
C -4.53 -4.31 -3.04
C -3.31 -3.24 -3.23
C -3.93 -1.74 -3.42
C -3.07 -0.83 -4.43
C -2.98 0.73 -3.99
C -4.35 1.30 -3.38
C -4.25 2.84 -2.87
C -2.84 3.18 -2.20
C -2.83 4.47 -1.25
C -1.44 5.30 -1.25
P 0.10 4.30 -0.83
C -0.20 3.55 0.91
O 0.95 2.67 1.14
O 1.03 2.31 2.46
O 0.30 2.92 -1.84
C 1.54 2.92 -2.54
O 1.50 2.74 -3.79
C 2.98 3.08 -1.88
C 3.60 2.03 -0.88
C 5.05 2.24 -0.31
C 5.92 3.47 -0.70
C 5.28 4.50 -1.69
C 3.84 4.33 -2.28
H -3.28 -6.60 -0.96
H -3.76 -4.82 -0.74
H -5.13 -6.15 -0.86
H -5.21 -3.94 -2.17
H -5.21 -4.34 -3.96
H -2.67 -3.32 -2.28
H -2.66 -3.56 -4.13
H -4.03 -1.31 -2.37
H -4.95 -1.92 -3.94
H -1.98 -1.22 -4.36
H -3.38 -0.98 -5.53
H -2.07 0.81 -3.30
H -2.76 1.32 -4.96
H -4.78 0.69 -2.52
H -5.14 1.24 -4.23
H -4.53 3.57 -3.73
H -5.09 2.95 -2.08
H -2.07 3.33 -3.03
H -2.54 2.27 -1.56
H -3.14 4.16 -0.18
H -3.67 5.17 -1.63
H -1.58 6.15 -0.48
H -1.35 5.85 -2.27
H -1.12 2.85 0.81
H -0.33 4.35 1.72
H 0.12 2.37 2.85
H 3.02 1.08 -0.58
H 5.46 1.42 0.39
H 7.00 3.59 -0.28
H 5.93 5.40 -2.00
H 3.44 5.11 -3.03
F 9.04 3.56 -0.94
C 9.87 2.63 -0.43
C 10.61 1.83 -1.28
C 11.47 0.87 -0.75
C 11.57 0.72 0.63
C 10.82 1.53 1.48
C 9.97 2.49 0.95
H 10.51 1.95 -2.36
H 12.06 0.24 -1.41
H 12.24 -0.03 1.04
H 10.89 1.40 2.55
H 9.38 3.13 1.59
F -1.81 0.97 4.65
C -1.16 1.35 5.76
C -0.40 0.43 6.46
C 0.27 0.83 7.61
C 0.16 2.14 8.06
C -0.61 3.06 7.36
C -1.27 2.66 6.20
H -0.33 -0.59 6.10
H 0.88 0.11 8.16
H 0.68 2.45 8.96
H -0.70 4.08 7.71
H -1.87 3.37 5.63
F 11.40 0.39 4.63
C 10.86 -0.83 4.77
C 11.61 -1.95 4.43
C 11.05 -3.21 4.58
C 9.74 -3.34 5.04
C 9.00 -2.21 5.37
C 9.56 -0.95 5.23
H 12.62 -1.82 4.06
H 11.63 -4.09 4.33
H 9.30 -4.33 5.15
H 7.98 -2.32 5.73
H 9.00 -0.06 5.49
F 9.30 -2.03 8.62
C 9.50 -0.79 9.09
C 8.99 -0.44 10.33
C 9.19 0.84 10.82
C 9.89 1.77 10.05
C 10.40 1.42 8.81
C 10.20 0.13 8.32
H 8.44 -1.18 10.91
H 8.81 1.12 11.79
H 10.05 2.78 10.44
H 10.94 2.14 8.21
H 10.59 -0.17 7.36
F -5.57 -5.35 1.20
C -4.91 -4.98 2.31
C -4.14 -5.91 2.99
C -3.45 -5.52 4.14
C -3.55 -4.20 4.59
C -4.34 -3.28 3.90
C -5.01 -3.67 2.75
H -4.08 -6.92 2.63
H -2.84 -6.23 4.68
H -3.02 -3.90 5.49
H -4.42 -2.26 4.26
H -5.62 -2.96 2.20
F -8.10 0.29 -4.92
C -7.98 -0.67 -5.84
C -8.94 -1.67 -5.92
C -8.81 -2.67 -6.88
C -7.72 -2.66 -7.74
C -6.76 -1.66 -7.65
C -6.89 -0.66 -6.70
H -9.78 -1.66 -5.23
H -9.56 -3.45 -6.96
H -7.62 -3.45 -8.49
H -5.90 -1.66 -8.32
H -6.15 0.13 -6.62
F -10.79 -2.80 -9.93
C -11.63 -1.82 -9.57
C -12.58 -1.38 -10.48
C -13.46 -0.36 -10.12
C -13.37 0.21 -8.85
C -12.41 -0.24 -7.95
C -11.54 -1.26 -8.31
H -12.63 -1.83 -11.47
H -14.21 -0.02 -10.82
H -14.05 1.00 -8.56
H -12.34 0.21 -6.96
H -10.79 -1.62 -7.62

As for the gap between HOMO and LUMO: 8.777 eV. As for the SMILES: COCCCCCCCCCCP(COO)OC(=O)c1ccccc1.Fc1ccccc1.Fc1ccccc1.Fc1ccccc1.Fc1ccccc1.Fc1ccccc1.Fc1ccccc1.Fc1ccccc1. For the total energy, the calculation gives -3780.1946 Ha.